Entry 1:
Computed, not measured: a molecular structure, C3H13NO2 at a distorted geometry, with the ωB97M-V functional and the def2-TZVPD basis.

Atoms and positions in Å:
C1 1.00 -0.07 1.00
C2 -0.29 0.03 -1.09
C3 0.29 1.27 -1.68
N1 2.37 0.29 0.78
H1 0.33 0.78 1.12
H2 0.84 -0.93 1.62
H3 -0.32 -0.81 -1.79
H4 0.58 -0.37 -0.07
H5 0.27 1.37 -2.77
H6 -0.19 2.15 -1.29
H7 1.34 1.36 -1.36
H8 2.86 0.41 1.67
H9 2.85 -0.43 0.25
H10 -3.15 0.12 -0.47
H11 -1.33 0.21 -0.42
O1 -2.48 0.46 0.13
H12 -2.33 -1.58 1.61
H13 -1.02 -2.04 1.02
O2 -1.61 -2.20 1.76

Output
- net charge = 0
- HOMO (eV) = -8.2051
- energy above the lowest of the compared OMol25 structures with the same formula, charge and spin (kJ/mol) = 559.0
- orbital gap (eV) = 6.92

Atomic partial charges in e from the Löwdin method, atoms 1 to 2: number 1, C, carries -0.112; number 2, C, carries -0.017

Entry 2:
Computed, not measured: 3 unconnected molecules or ions with the total composition C3H13NO2S at a distorted geometry, with the ωB97M-V functional and the def2-TZVPD basis.

Atoms and positions in Å:
C1 0.47 -1.91 0.00
N1 0.21 -0.73 -0.78
C2 0.12 0.45 0.05
C3 0.21 1.73 -0.66
S1 0.35 3.17 0.40
H1 -0.32 -2.22 0.57
H2 1.38 -1.88 0.69
H3 0.65 -2.74 -0.67
H4 1.01 -0.52 -1.40
H5 -0.83 0.25 0.53
H6 0.99 0.47 0.72
H7 0.86 1.79 -1.49
H8 -0.82 1.91 -1.00
H9 -0.93 3.68 0.34
H10 1.06 0.18 3.80
H11 0.74 -1.20 3.15
O1 0.58 -0.24 3.12
H12 -1.24 -1.05 -2.49
H13 -2.38 -0.29 -2.09
O2 -2.10 -0.86 -2.80

Output
- SMILES string = CNCCS.O.O
- net charge = 0
- HOMO (eV) = -9.2443
- energy above the lowest of the compared OMol25 structures with the same formula, charge and spin (kJ/mol) = 141.1
- orbital gap (eV) = 9.82

Atomic partial charges in e from the Löwdin method, atoms 1 to 2: number 1, C, carries -0.131; number 2, N, carries -0.138

Entry 3:
Computed, not measured: 3 unconnected molecules or ions with the total composition C3H13NO2S at a distorted geometry, with the ωB97M-V functional and the def2-TZVPD basis.

Atoms and positions in Å:
C1 1.50 0.87 -1.19
C2 0.43 -0.15 -1.66
C3 0.72 -1.56 -1.15
S1 -0.69 -2.53 -0.55
N1 1.18 1.49 0.11
H1 1.51 1.72 -1.91
H2 2.51 0.52 -1.33
H3 -0.56 0.17 -1.24
H4 0.42 0.01 -2.72
H5 1.48 -1.54 -0.32
H6 1.39 -2.15 -1.81
H7 -0.30 -2.50 0.73
H8 1.60 2.39 0.20
H9 1.46 0.88 0.89
H10 -1.94 -0.23 2.88
H11 -3.14 -0.54 3.66
O1 -2.19 -0.47 3.79
H12 -1.01 1.25 0.51
H13 -2.50 1.41 0.26
O2 -1.87 0.96 0.84

Output
- SMILES string = NCCCS.O.O
- net charge = 0
- HOMO (eV) = -9.0398
- energy above the lowest of the compared OMol25 structures with the same formula, charge and spin (kJ/mol) = 66.9
- orbital gap (eV) = 9.74

Atomic partial charges in e from the Löwdin method, atoms 1 to 2: number 1, C, carries -0.292; number 2, C, carries -0.262

Entry 4:
Computed, not measured: 3 unconnected molecules or ions with the total composition C3H13NO2S2 at a distorted geometry, with the ωB97M-V functional and the def2-TZVPD basis.

Atoms and positions in Å:
S1 -1.02 -1.49 -2.13
S2 0.02 -0.34 -0.87
C1 -1.04 0.21 0.55
C2 -0.65 -0.57 1.85
N1 0.84 -0.59 1.99
C3 1.32 -0.10 3.26
H1 -1.96 -0.61 -2.37
H2 -0.72 1.23 0.69
H3 -2.09 0.05 0.26
H4 -0.97 -1.63 1.62
H5 -1.10 -0.19 2.87
H6 1.20 -1.60 1.79
H7 0.95 0.73 3.75
H8 2.43 0.26 2.98
H9 1.35 -0.79 3.97
H10 3.92 2.40 1.89
H11 2.48 1.85 1.52
O1 3.02 2.58 1.73
H12 -0.91 1.56 -3.43
H13 -1.98 2.08 -2.86
O2 -1.79 1.26 -3.30

Output
- SMILES string = CNCCSS.O.O
- net charge = 0
- HOMO (eV) = -8.2249
- energy above the lowest of the compared OMol25 structures with the same formula, charge and spin (kJ/mol) = 234.2
- orbital gap (eV) = 8.86

Atomic partial charges in e from the Löwdin method, atoms 1 to 2: number 1, S, carries 0.322; number 2, S, carries 0.372

Entry 5:
Computed, not measured: 2 unconnected molecules or ions with the total composition C3H13NO2Si2 at a distorted geometry, with the ωB97M-V functional and the def2-TZVPD basis.

Atoms and positions in Å:
C1 1.35 1.56 -0.35
C2 2.71 -0.46 -0.16
C3 -0.74 -2.28 0.68
N1 1.41 0.16 -0.45
O1 0.69 -0.24 -1.60
O2 -2.38 -0.02 -0.10
Si1 -3.20 1.37 0.07
Si2 -1.52 -1.21 -0.74
H1 2.24 1.95 -0.78
H2 0.54 1.87 -1.07
H3 1.30 1.84 0.73
H4 3.20 0.06 0.68
H5 2.51 -1.63 0.06
H6 3.42 -0.49 -1.03
H7 -0.06 -1.75 1.37
H8 -1.56 -2.59 1.32
H9 -0.20 -3.31 0.37
H10 -4.05 1.62 -1.25
H11 -4.00 1.35 1.43
H12 -2.34 2.46 0.02
H13 -2.15 -1.93 -1.70

Output
- net charge = 0
- HOMO (spin up / spin down) (eV) = -6.8381 / -6.8394
- energy above the lowest of the compared OMol25 structures with the same formula, charge and spin (kJ/mol) = 451.6
- orbital gap (spin up / spin down) (eV) = 7.07 / 7.07

Atomic partial charges in e from the Löwdin method, atoms 1 to 2: number 1, C, carries -0.140; number 2, C, carries -0.103

Entry 6:
Computed, not measured: 3 unconnected molecules or ions with the total composition C3H13NO3 at a distorted geometry, with the ωB97M-V functional and the def2-TZVPD basis.

Atoms and positions in Å:
C1 -0.98 -0.66 -0.02
C2 -0.12 0.44 -0.60
C3 0.59 1.32 0.40
O1 1.23 2.50 -0.16
N1 -1.80 -1.28 -1.07
H1 -1.73 -0.23 0.66
H2 -0.39 -1.40 0.52
H3 -0.83 1.04 -1.18
H4 0.64 0.14 -1.33
H5 1.38 0.85 0.99
H6 -0.12 1.78 1.09
H7 1.15 2.49 -1.10
H8 -2.46 -0.65 -1.51
H9 -2.41 -1.96 -0.63
H10 1.93 3.76 -3.58
H11 1.94 4.90 -2.62
O2 1.77 3.96 -2.68
H12 -0.62 -5.66 3.16
H13 -1.29 -5.69 4.59
O3 -0.67 -6.10 3.99

Output
- SMILES string = NCCCO.O.O
- net charge = 0
- HOMO (eV) = -9.3580
- energy above the lowest of the compared OMol25 structures with the same formula, charge and spin (kJ/mol) = 111.4
- orbital gap (eV) = 10.01

Atomic partial charges in e from the Löwdin method, atoms 1 to 2: number 1, C, carries -0.297; number 2, C, carries -0.209

Entry 7:
Computed, not measured: 3 unconnected molecules or ions with the total composition C3H13NO3 at a distorted geometry, with the ωB97M-V functional and the def2-TZVPD basis.

Atoms and positions in Å:
C1 0.45 -1.30 1.07
C2 0.04 -0.05 0.30
C3 0.88 1.28 0.49
O1 0.64 2.63 0.01
N1 -0.37 -2.42 1.06
H1 1.48 -1.55 0.56
H2 0.80 -0.81 1.99
H3 -0.11 -0.38 -0.86
H4 -0.87 0.42 0.71
H5 0.94 1.51 1.58
H6 1.88 1.18 0.10
H7 0.07 3.21 -0.44
H8 0.03 -3.22 1.47
H9 -1.36 -2.25 1.43
H10 -1.82 4.58 -2.23
H11 -0.55 4.35 -1.35
O2 -1.47 4.19 -1.37
H12 0.36 -3.74 -2.07
H13 -0.61 -3.48 -0.87
O3 -0.41 -4.15 -1.59

Output
- SMILES string = NCCCO.O.O
- net charge = 0
- HOMO (eV) = -9.6630
- energy above the lowest of the compared OMol25 structures with the same formula, charge and spin (kJ/mol) = 309.4
- orbital gap (eV) = 10.26

Atomic partial charges in e from the Löwdin method, atoms 1 to 2: number 1, C, carries -0.381; number 2, C, carries -0.194

Entry 8:
Computed, not measured: 3 unconnected molecules or ions with the total composition C3H13NO3 at a distorted geometry, with the ωB97M-V functional and the def2-TZVPD basis.

Atoms and positions in Å:
C1 -1.19 0.01 -1.65
N1 -0.53 -0.54 -0.45
C2 -1.24 -1.68 0.04
C3 -0.38 -2.48 1.12
O1 -0.13 -1.63 2.20
H1 -1.56 -0.87 -2.34
H2 -0.33 0.47 -2.27
H3 -2.01 0.83 -1.45
H4 -0.47 0.17 0.29
H5 -2.08 -1.56 0.64
H6 -1.57 -2.34 -0.76
H7 -1.09 -3.29 1.39
H8 0.58 -2.88 0.78
H9 -0.80 -1.00 2.50
H10 2.20 0.26 -0.10
H11 2.36 0.23 1.35
O2 2.80 0.19 0.56
H12 2.26 4.84 -0.48
H13 1.70 6.12 -0.54
O3 1.49 5.14 -0.85

Output
- SMILES string = CNCCO.O.O
- net charge = 0
- HOMO (eV) = -9.0406
- energy above the lowest of the compared OMol25 structures with the same formula, charge and spin (kJ/mol) = 239.3
- orbital gap (eV) = 9.68

Atomic partial charges in e from the Löwdin method, atoms 1 to 2: number 1, C, carries -0.149; number 2, N, carries -0.142

Entry 9:
Computed, not measured: 3 unconnected molecules or ions with the total composition C3H13NO3S at a distorted geometry, with the ωB97M-V functional and the def2-TZVPD basis.

Atoms and positions in Å:
C1 -1.73 -1.09 -0.58
O1 -3.17 -0.95 -0.40
C2 -1.07 0.25 -0.38
C3 0.31 0.19 -1.11
S1 0.50 1.65 -2.17
N1 -0.80 0.51 1.04
H1 -1.41 -1.83 0.15
H2 -1.62 -1.49 -1.60
H3 -3.61 -1.50 -1.05
H4 -1.71 1.06 -0.73
H5 0.49 -0.70 -1.70
H6 1.01 0.21 -0.32
H7 1.83 1.70 -2.25
H8 0.06 0.06 1.26
H9 -1.50 0.15 1.67
H10 1.33 0.27 3.00
H11 0.82 0.22 4.46
O2 1.43 -0.18 3.84
H12 3.27 -2.21 1.78
H13 3.69 -1.04 0.92
O3 2.91 -1.53 1.19

Output
- SMILES string = N[C@H](CO)CS.O.O
- net charge = 0
- HOMO (eV) = -9.0443
- energy above the lowest of the compared OMol25 structures with the same formula, charge and spin (kJ/mol) = 110.4
- orbital gap (eV) = 9.59

Atomic partial charges in e from the Löwdin method, atoms 1 to 2: number 1, C, carries -0.211; number 2, O, carries -0.085

Entry 10:
Computed, not measured: a molecular structure, C3H13NbP, with the ωB97M-V functional and the def2-TZVPD basis.

Atoms and positions in Å:
C1 2.35 1.26 -0.17
C2 1.24 0.46 0.54
P1 0.05 -0.42 -0.59
C3 0.30 -2.20 -0.11
Nb1 -2.31 0.43 -0.32
H1 2.07 2.31 -0.27
H2 2.52 0.89 -1.18
H3 3.31 1.20 0.37
H4 1.68 -0.28 1.21
H5 0.64 1.14 1.16
H6 0.45 -2.82 -1.00
H7 -0.55 -2.58 0.45
H8 1.20 -2.30 0.51
H9 -1.96 0.43 1.48
H10 -1.38 2.05 -0.40
H11 -3.17 0.90 -1.93
H12 -2.72 -1.41 -0.44
H13 -3.73 0.94 0.68

Output
- net charge = -1
- HOMO (eV) = -3.9078
- orbital gap (eV) = 7.30

Atomic partial charges in e from the Löwdin method, atoms 1 to 2: number 1, C, carries -0.209; number 2, C, carries -0.554

Entry 11:
Computed, not measured: 4 unconnected molecules or ions with the total composition C3H13O3S at a distorted geometry, with the ωB97M-V functional and the def2-TZVPD basis.

Atoms and positions in Å:
C1 2.37 1.71 -1.16
C2 0.91 1.67 -1.74
C3 0.05 0.54 -0.78
S1 -0.79 1.12 0.78
H1 2.82 1.04 -1.82
H2 2.52 1.58 -0.06
H3 2.78 2.68 -1.25
H4 0.39 2.66 -1.82
H5 0.84 1.01 -2.65
H6 0.82 -0.27 -0.82
H7 -0.73 -0.05 -1.48
H8 0.66 -3.29 3.82
H9 0.10 -4.17 2.85
O1 0.71 -4.20 3.58
H10 0.43 -0.44 3.79
H11 -0.26 -0.45 2.37
O2 0.42 -0.88 2.95
H12 -2.69 -1.01 -4.56
H13 -3.18 0.20 -3.90
O3 -2.59 -0.03 -4.64

Output
- net charge = -1
- HOMO (eV) = -2.8455
- energy above the lowest of the compared OMol25 structures with the same formula, charge and spin (kJ/mol) = 227.8
- orbital gap (eV) = 6.02

Atomic partial charges in e from the Löwdin method, atoms 1 to 2: number 1, C, carries -0.156; number 2, C, carries -0.289

Entry 12:
Computed, not measured: 4 unconnected molecules or ions with the total composition C3H13O3S, with the ωB97M-V functional and the def2-TZVPD basis.

Atoms and positions in Å:
C1 0.43 1.96 0.18
C2 0.66 0.73 -0.69
C3 0.40 -0.56 0.15
S1 1.87 -1.05 1.09
H1 0.73 2.87 -0.31
H2 0.92 1.82 1.14
H3 -0.64 2.07 0.40
H4 0.05 0.81 -1.60
H5 1.69 0.63 -1.05
H6 0.07 -1.36 -0.53
H7 -0.44 -0.35 0.80
H8 -0.02 -1.57 -3.35
H9 -1.04 -0.77 -2.60
O1 -0.97 -1.41 -3.32
H10 0.58 -1.66 3.74
H11 1.71 -0.66 3.84
O2 0.94 -0.99 4.34
H12 -2.60 -0.89 -0.76
H13 -1.70 0.29 -0.73
O3 -2.64 0.08 -0.74

Output
- net charge = -1
- HOMO (eV) = -3.0699
- energy above the lowest of the compared OMol25 structures with the same formula, charge and spin (kJ/mol) = 77.6
- orbital gap (eV) = 6.57

Atomic partial charges in e from the Löwdin method, atoms 1 to 2: number 1, C, carries -0.139; number 2, C, carries -0.386

Copy entry 2 word for word.
Computed, not measured: 3 unconnected molecules or ions with the total composition C3H13NO2S at a distorted geometry, with the ωB97M-V functional and the def2-TZVPD basis.

Atoms and positions in Å:
C1 0.47 -1.91 0.00
N1 0.21 -0.73 -0.78
C2 0.12 0.45 0.05
C3 0.21 1.73 -0.66
S1 0.35 3.17 0.40
H1 -0.32 -2.22 0.57
H2 1.38 -1.88 0.69
H3 0.65 -2.74 -0.67
H4 1.01 -0.52 -1.40
H5 -0.83 0.25 0.53
H6 0.99 0.47 0.72
H7 0.86 1.79 -1.49
H8 -0.82 1.91 -1.00
H9 -0.93 3.68 0.34
H10 1.06 0.18 3.80
H11 0.74 -1.20 3.15
O1 0.58 -0.24 3.12
H12 -1.24 -1.05 -2.49
H13 -2.38 -0.29 -2.09
O2 -2.10 -0.86 -2.80

Output
- SMILES string = CNCCS.O.O
- net charge = 0
- HOMO (eV) = -9.2443
- energy above the lowest of the compared OMol25 structures with the same formula, charge and spin (kJ/mol) = 141.1
- orbital gap (eV) = 9.82

Atomic partial charges in e from the Löwdin method, atoms 1 to 2: number 1, C, carries -0.131; number 2, N, carries -0.138

Question: Which value of net charge does entry 10 give?
Answer: -1

Question: Look up the net charge of the fifth one.
Answer: 0

Question: Look up the net charge of the eighth one.
Answer: 0